# 1
Formula: C3H9N3O
Source: the Open Molecules 2025 dataset
Level of theory: the ωB97M-V functional and the def2-TZVPD basis

- frontier orbital gap (spin up / spin down) (eV) = 7.45 / 7.45
- HOMO (spin up / spin down) (hartree) = -0.270 / -0.270
- LUMO level (spin up / spin down) (eV) = 0.10 / 0.10

Each line ends with the natural charge from an NBO analysis.
CARTESIAN COORDINATES (ANGSTROEM)
C -0.808 -0.590 1.646  -0.11
O -1.915 -0.282 0.800  -0.74
C 0.490 -0.790 0.912  -0.17
C 0.665 -1.521 -0.174  -0.67
H -2.058 -1.044 0.226  0.48
H -1.033 -1.484 2.244  0.19
H -0.723 0.256 2.334  0.17
H 1.621 -1.876 -0.546  0.19
N 0.801 1.701 -1.345  0.07
N -0.420 1.788 -0.872  -0.56
N 1.047 0.601 -1.962  -0.49
H 1.302 -0.170 1.307  0.17
H -0.590 2.540 -0.226  0.39
H -0.993 0.949 -0.787  0.41
H 0.600 -0.698 -1.284  0.32
H 2.016 0.620 -2.274  0.36


# 2
Formula: C15H15N3O4S2
Source: the Open Molecules 2025 dataset
Level of theory: the ωB97M-V functional and the def2-TZVPD basis

- frontier orbital gap (eV) = 7.67
- HOMO (hartree) = -0.310
- SMILES string = CCOC(=O)c1c(/N=C/C2C(=O)NC(=S)NC2=O)sc2c1CCC2
- LUMO level (eV) = -0.78

Each line ends with the natural charge from an NBO analysis.
CARTESIAN COORDINATES (ANGSTROEM)
C -3.476 -1.019 -1.690  -0.64
C -2.243 -0.301 -2.209  -0.08
H -2.470 0.739 -2.468  0.20
H -1.852 -0.793 -3.107  0.20
O -1.207 -0.310 -1.218  -0.50
C -0.020 0.098 -1.675  0.79
O 0.154 0.481 -2.808  -0.59
C 1.092 -0.012 -0.713  -0.16
C 1.030 -0.149 0.666  0.03
N -0.079 -0.135 1.411  -0.42
C -0.123 -0.414 2.649  0.15
C -1.423 -0.268 3.399  -0.48
C -1.564 1.230 3.620  0.70
O -1.207 1.803 4.613  -0.54
N -2.060 1.895 2.524  -0.64
C -2.661 1.318 1.438  0.29
S -3.142 2.216 0.162  -0.12
N -2.928 -0.015 1.526  -0.63
C -2.505 -0.863 2.519  0.71
O -2.916 -1.987 2.620  -0.54
H -3.460 -0.419 0.761  0.45
H -2.019 2.909 2.532  0.44
H -1.368 -0.789 4.356  0.27
H 0.749 -0.722 3.230  0.18
S 2.661 -0.281 1.373  0.39
C 3.354 -0.142 -0.183  -0.17
C 2.426 -0.009 -1.174  -0.03
C 3.088 0.135 -2.503  -0.42
H 2.636 -0.504 -3.260  0.23
H 2.991 1.166 -2.850  0.22
C 4.557 -0.239 -2.204  -0.38
H 5.254 0.387 -2.757  0.21
H 4.732 -1.275 -2.495  0.21
C 4.755 -0.100 -0.677  -0.43
H 5.376 -0.895 -0.262  0.22
H 5.220 0.855 -0.417  0.22
H -4.086 -0.352 -1.085  0.21
H -4.081 -1.347 -2.531  0.23
H -3.184 -1.892 -1.111  0.22


# 3
Formula: C5H15CsN3O2
Source: the Open Molecules 2025 dataset
Level of theory: the ωB97M-V functional and the def2-TZVPD basis

- frontier orbital gap (eV) = 6.88
- HOMO (hartree) = -0.397
- LUMO level (eV) = -3.93
- net charge = +1

Each line ends with the natural charge from an NBO analysis.
CARTESIAN COORDINATES (ANGSTROEM)
Cs -2.494 -4.260 0.821  1.00
C -0.898 6.072 -0.381  -0.63
C -0.230 5.417 -1.630  -0.08
C -1.224 4.413 -2.200  -0.07
O -1.384 3.245 -1.326  -0.55
C -0.427 2.237 -1.712  -0.26
N 0.087 6.450 -2.592  -0.83
H -1.736 6.701 -0.682  0.22
H -0.239 6.572 0.328  0.21
H -1.335 5.339 0.297  0.22
H 0.690 4.932 -1.302  0.17
H -0.964 4.041 -3.191  0.17
H -2.254 4.715 -2.393  0.20
H -0.537 1.857 -2.728  0.17
H -0.492 1.381 -1.040  0.17
H 0.568 2.638 -1.520  0.17
H 0.748 7.139 -2.262  0.37
H 0.511 5.925 -3.343  0.35
C 1.145 -8.897 3.445  0.76
O 0.129 -8.286 3.642  -0.69
N 1.621 -9.159 2.235  -0.83
N 1.665 -9.628 4.413  -0.82
H 2.280 -9.918 2.140  0.39
H 1.008 -8.889 1.479  0.40
H 1.318 -9.816 5.343  0.42
H 2.443 -10.219 4.160  0.37


# 4
Formula: C24H24MgN4O5P
Source: the Open Molecules 2025 dataset
Level of theory: the ωB97M-V functional and the def2-TZVPD basis

- frontier orbital gap (eV) = 8.13
- HOMO (hartree) = -0.421
- LUMO level (eV) = -3.33
- net charge = +1

Each line ends with the natural charge from an NBO analysis.
CARTESIAN COORDINATES (ANGSTROEM)
Mg 0.578 0.226 0.308  1.72
C 4.356 1.195 2.450  -0.23
C 4.911 -0.053 2.668  -0.13
C 4.201 -1.184 2.292  -0.22
C 2.956 -1.028 1.705  0.14
N 2.421 0.184 1.494  -0.54
C 3.106 1.264 1.857  0.09
C 2.114 -2.180 1.271  0.28
C 2.424 -3.514 1.502  -0.24
C 1.523 -4.479 1.079  -0.13
C 0.350 -4.106 0.442  -0.22
C 0.116 -2.754 0.234  0.19
N 0.988 -1.839 0.652  -0.56
C -1.086 -2.196 -0.451  0.16
C -2.030 -2.992 -1.080  -0.21
C -3.096 -2.385 -1.726  -0.13
C -3.187 -1.004 -1.729  -0.23
C -2.203 -0.281 -1.076  0.07
N -1.183 -0.858 -0.445  -0.54
H 4.878 2.100 2.724  0.24
H 5.888 -0.150 3.121  0.24
H 4.624 -2.166 2.445  0.23
H 2.631 2.219 1.665  0.21
H 3.336 -3.803 2.003  0.23
H 1.734 -5.526 1.250  0.24
H -0.356 -4.857 0.119  0.23
H -1.933 -4.067 -1.087  0.23
H -3.840 -2.987 -2.231  0.24
H -3.993 -0.492 -2.233  0.24
H -2.224 0.803 -1.057  0.21
O 1.637 2.054 -3.069  -0.62
C 1.243 1.689 -1.980  0.74
O 1.362 0.536 -1.434  -0.91
C 0.493 2.717 -1.118  0.11
C 0.308 4.010 -1.577  -0.21
C -0.374 4.913 -0.781  -0.14
C -0.854 4.492 0.451  -0.24
C -0.631 3.185 0.840  0.03
N 0.031 2.306 0.076  -0.61
H 0.709 4.264 -2.548  0.26
H -0.533 5.930 -1.113  0.23
H -1.394 5.162 1.105  0.23
H -0.996 2.826 1.793  0.21
C 0.009 -2.028 4.077  -0.26
O -0.926 -0.953 3.963  -0.83
P -0.644 0.264 2.930  1.62
O -2.079 0.992 3.069  -0.83
C -3.257 0.288 2.658  -0.26
O 0.266 1.296 3.745  -0.83
C -0.103 1.787 5.051  -0.26
H 0.045 -2.613 3.157  0.17
H -0.338 -2.663 4.888  0.21
H 1.008 -1.657 4.317  0.18
H -4.045 1.027 2.543  0.21
H -3.539 -0.441 3.415  0.20
H -3.098 -0.221 1.703  0.17
H 0.764 2.313 5.439  0.20
H -0.362 0.958 5.709  0.19
H -0.948 2.466 4.968  0.20